23
Properties=species:S:1:pos:R:3:forces:R:3 method="wB97M-V/def2-TZVPD" de_lowest_ev=2.210 smiles="C=C(C)Cc1ccsc1C=C=N" homo_energy_ev=-7.88 e_lumo_ha=0.0297 total_energy_ha=-840.46837 molar_mass_g_mol=177.3
C -0.965 -1.606 -1.146 -1.785 -0.396 0.338
C -0.513 -0.859 -0.136 1.189 -1.444 1.671
C 0.514 -1.437 0.904 -2.161 0.447 -1.957
C -1.045 0.460 0.364 0.045 -0.577 0.590
C 0.021 1.468 0.618 -0.014 -0.460 1.747
C 0.390 1.916 1.932 1.846 1.175 -3.233
C 1.498 2.687 1.983 0.304 -0.059 -2.237
S 2.185 2.820 0.379 -0.059 0.037 0.802
C 0.943 1.837 -0.275 0.646 -0.606 -1.460
C 1.144 1.337 -1.629 2.184 1.669 -0.574
C 0.388 0.805 -2.539 -2.912 0.480 -0.071
N -0.586 0.735 -3.290 0.601 -0.854 -0.263
H -1.899 -1.330 -1.671 0.743 0.443 0.070
H -0.809 -2.688 -1.295 0.817 0.724 0.253
H 1.016 -2.270 0.573 1.807 -1.507 -1.679
H 0.025 -1.955 1.666 -1.748 -0.242 1.687
H 1.148 -0.767 1.377 1.253 1.523 0.460
H -1.528 0.255 1.336 0.110 -0.062 -0.294
H -1.809 0.838 -0.256 -0.912 0.491 -0.974
H -0.148 1.830 2.750 -2.844 -0.844 3.762
H 1.885 3.337 2.716 0.254 0.235 0.986
H 2.036 1.792 -2.080 0.049 -0.583 0.057
H -0.938 -0.172 -3.636 0.586 0.411 0.318

15
Properties=species:S:1:pos:R:3:forces:R:3 method="wB97M-V/def2-TZVPD" de_lowest_ev=4.546 smiles=C[C@@]1(O)C[C@H]2O[C@H]21 homo_energy_ev=-9.55 e_lumo_ha=0.0327 total_energy_ha=-345.63790 molar_mass_g_mol=100.1
C 1.569 0.810 -0.397 0.042 -0.138 0.022
C 0.346 0.095 0.091 0.945 -0.910 1.164
O 0.680 -0.418 1.608 1.133 -0.504 -1.526
C -0.996 0.718 0.420 0.077 -0.234 1.137
C -1.667 -0.398 -0.381 -0.223 -0.138 0.497
O -1.114 -0.480 -1.714 0.183 0.480 0.278
C -0.373 -1.037 -0.645 0.408 -0.366 0.188
H 1.436 1.141 -1.434 -0.112 -0.109 0.198
H 1.771 1.690 0.223 -0.046 -0.181 -0.076
H 2.427 0.136 -0.346 0.017 0.135 -0.056
H 0.449 -1.354 1.756 0.214 0.313 -0.504
H -0.579 0.260 1.552 -2.935 2.022 -1.474
H -1.239 1.775 0.214 0.209 -0.547 0.258
H -2.639 -0.863 -0.250 0.169 0.098 -0.026
H -0.070 -2.077 -0.697 -0.082 0.080 -0.079

16
Properties=species:S:1:pos:R:3:forces:R:3 method="wB97M-V/def2-TZVPD" de_lowest_ev=1.766 homo_energy_ev=-14.71 charge=+1 e_lumo_ha=-0.1298 total_energy_ha=-325.25262 molar_mass_g_mol=92.1
C 1.850 0.214 1.856 -0.558 0.591 0.613
O 0.560 0.966 1.692 1.852 -0.652 0.395
H 2.422 0.144 0.923 -0.232 0.247 0.134
H 2.460 0.671 2.649 -0.264 0.028 -0.464
H 1.600 -0.777 2.218 -0.202 -0.111 -0.104
H 0.779 1.898 1.804 -0.227 0.075 -0.055
O -1.640 -1.924 -2.225 0.295 3.532 0.951
C -1.703 -0.688 -2.191 -0.751 -1.863 -1.766
C -1.132 0.260 -1.150 -2.184 -0.152 0.102
N -0.266 -0.482 -0.262 0.913 -1.473 0.288
H -2.187 -0.110 -3.029 0.119 -0.605 0.531
H -0.632 1.071 -1.660 0.449 0.088 -0.016
H -1.984 0.756 -0.557 1.131 -0.878 -0.804
H -0.035 0.114 0.555 0.369 0.544 0.445
H -0.713 -1.346 0.112 0.182 0.504 -0.658
H 0.621 -0.767 -0.733 -0.891 0.126 0.407

49
Properties=species:S:1:pos:R:3:forces:R:3 method="wB97M-V/def2-TZVPD" de_lowest_ev=2.838 smiles="Cc1ccc(-n2nnnc2SCC(=O)c2cc(C)n(-c3cc(C)on3)c2C)cc1" homo_energy_ev=-8.39 e_lumo_ha=0.0189 total_energy_ha=-1651.26568 molar_mass_g_mol=408.5
C 2.259 4.745 3.866 0.034 0.002 0.073
C 2.430 3.287 3.569 -0.068 -0.064 -0.015
C 1.391 2.389 3.773 0.127 0.106 -0.053
C 1.548 1.039 3.519 0.182 -0.253 -0.073
C 2.764 0.573 3.040 0.053 0.872 0.158
N 2.978 -0.781 2.760 -0.771 -1.648 -0.389
N 4.217 -1.302 2.696 0.765 0.859 0.339
N 4.112 -2.528 2.415 0.976 -0.296 -0.105
N 2.850 -2.895 2.275 -1.192 -0.104 -0.029
C 2.126 -1.815 2.487 0.588 0.204 0.085
S 0.404 -1.732 2.424 -0.429 0.006 0.033
C 0.055 -3.299 1.560 0.353 0.095 0.099
C 0.077 -3.100 0.050 0.201 -0.215 0.190
O 0.861 -3.726 -0.634 -0.011 -0.071 0.049
C -0.872 -2.136 -0.471 -0.359 0.414 -0.859
C -1.912 -1.458 0.235 0.005 0.105 -0.301
C -2.530 -0.617 -0.633 -0.286 -0.048 0.550
C -3.675 0.299 -0.407 0.004 0.093 0.011
N -1.920 -0.760 -1.871 0.027 -0.079 0.489
C -2.289 -0.068 -3.011 -0.341 0.732 -1.168
C -2.285 -0.532 -4.356 -0.285 0.555 -0.150
C -2.758 0.532 -5.067 0.328 -0.741 0.329
C -3.007 0.733 -6.514 -0.049 0.222 0.164
O -3.023 1.542 -4.223 -0.128 -0.083 -0.833
N -2.733 1.167 -2.958 0.438 -0.298 1.221
C -0.911 -1.678 -1.780 0.502 -0.451 0.431
C -0.001 -2.023 -2.898 0.123 0.031 -0.080
C 3.821 1.457 2.839 -0.049 -0.101 -0.041
C 3.648 2.799 3.104 -0.143 -0.080 0.048
H 2.676 4.975 4.847 -0.002 0.097 0.049
H 2.783 5.352 3.131 -0.005 0.092 -0.027
H 1.208 5.021 3.870 -0.049 0.080 0.000
H 0.441 2.746 4.142 -0.101 0.047 0.029
H 0.732 0.357 3.701 -0.051 0.023 0.082
H -0.931 -3.615 1.898 0.006 0.008 0.036
H 0.820 -4.016 1.856 -0.161 -0.038 -0.080
H -2.171 -1.582 1.268 -0.164 0.051 0.208
H -4.489 0.084 -1.099 -0.100 0.059 0.001
H -4.035 0.177 0.611 -0.026 -0.043 0.059
H -3.375 1.334 -0.562 -0.122 0.037 0.053
H -2.007 -1.495 -4.723 0.069 -0.205 -0.128
H -4.043 1.022 -6.678 -0.053 -0.018 -0.066
H -2.374 1.534 -6.894 0.032 0.010 -0.075
H -2.794 -0.182 -7.057 0.002 -0.024 -0.027
H 0.930 -2.404 -2.485 -0.052 0.022 -0.060
H 0.200 -1.157 -3.526 0.012 0.003 -0.066
H -0.425 -2.817 -3.514 0.028 -0.044 -0.098
H 4.763 1.073 2.480 0.050 0.008 -0.032
H 4.469 3.482 2.945 0.090 0.069 -0.032

55
Properties=species:S:1:pos:R:3:forces:R:3 method="wB97M-V/def2-TZVPD" de_lowest_ev=0.303 homo_energy_ev="0.27 / -2.30" charge=-2 e_lumo_ha="0.1450 / 0.1449" total_energy_ha=-1812.18117 molar_mass_g_mol=657.6 multiplicity=5
Ir -0.327 -1.047 -0.114 0.245 0.080 -0.187
O 2.921 0.425 2.445 -0.034 -0.001 -0.049
C 1.752 0.318 2.064 0.018 0.032 0.167
O 1.436 -0.491 1.098 -0.216 0.037 -0.033
C 0.690 1.163 2.722 0.043 -0.175 -0.135
C 1.093 1.968 3.783 -0.121 0.103 0.055
C 0.182 2.800 4.413 0.048 -0.186 -0.210
C -1.136 2.938 3.943 -0.021 -0.123 -0.163
C -1.546 2.191 2.842 0.042 0.182 0.146
C -0.677 1.155 2.310 0.106 0.215 -0.051
O -1.181 0.287 1.532 -0.050 -0.298 0.205
N -2.801 2.432 2.281 0.013 0.070 0.240
O -3.057 2.101 1.059 -0.076 0.052 -0.035
O -3.625 3.146 2.953 0.036 -0.088 -0.152
N 0.613 3.564 5.545 0.036 -0.014 0.028
O 1.772 3.463 5.940 0.241 -0.064 0.011
O -0.190 4.304 6.100 -0.256 0.165 0.079
H 2.120 1.917 4.108 0.008 0.002 0.015
H -1.824 3.634 4.392 -0.011 0.001 -0.012
N -1.677 0.599 -0.959 0.094 -0.018 0.009
C -2.696 0.406 -1.998 0.108 0.006 -0.017
C -2.132 -0.134 -3.309 0.077 -0.062 0.018
C -1.964 -1.664 -3.310 -0.290 0.167 -0.022
O -2.574 -2.304 -4.181 0.104 -0.067 -0.033
O -1.233 -2.142 -2.392 0.049 -0.094 0.076
H -2.115 0.947 -0.085 -0.046 0.076 -0.026
H -1.059 1.353 -1.245 0.010 -0.011 -0.055
H -3.199 1.359 -2.183 -0.032 0.045 0.035
H -3.453 -0.274 -1.606 0.019 -0.027 0.000
H -1.152 0.324 -3.495 -0.012 0.034 0.014
H -2.793 0.138 -4.131 -0.002 -0.013 -0.030
C -0.484 -2.471 2.781 0.220 -0.035 0.018
O -1.554 -2.830 1.891 -0.065 0.115 0.152
C -1.581 -2.342 0.674 -0.036 -0.044 -0.037
C -2.858 -2.759 0.022 0.042 -0.157 -0.066
H 0.287 -3.241 2.741 -0.052 -0.056 -0.046
H -0.915 -2.421 3.776 -0.053 -0.023 0.004
H -0.051 -1.518 2.504 -0.074 0.034 0.014
H -3.368 -3.532 0.599 -0.010 0.011 0.011
H -2.654 -3.078 -1.000 -0.031 0.056 0.012
H -3.493 -1.870 -0.029 0.001 -0.003 0.007
C 4.861 -0.442 -4.464 0.019 0.004 -0.032
C 3.707 -0.575 -3.513 -0.087 -0.008 0.090
C 2.564 -1.288 -3.841 0.068 -0.005 -0.092
C 1.527 -1.397 -2.929 -0.149 -0.062 0.018
N 1.567 -0.840 -1.717 -0.017 0.120 0.009
C 2.670 -0.156 -1.388 -0.046 0.010 0.145
C 3.743 -0.002 -2.247 0.079 0.018 -0.090
H 4.582 -0.762 -5.468 0.009 0.004 -0.002
H 5.703 -1.054 -4.136 0.004 -0.005 0.003
H 5.209 0.591 -4.514 0.001 0.000 -0.004
H 2.465 -1.760 -4.812 -0.003 -0.004 0.014
H 0.616 -1.942 -3.149 0.039 0.007 0.002
H 2.684 0.246 -0.384 0.025 -0.006 -0.030
H 4.605 0.566 -1.918 -0.016 0.000 0.010

26
Properties=species:S:1:pos:R:3:forces:R:3 method="wB97M-V/def2-TZVPD" homo_energy_ev=-13.93 charge=+1 e_lumo_ha=-0.2164 total_energy_ha=-1642.74728 molar_mass_g_mol=311.0
O 1.331 -3.282 4.007 -0.973 4.761 -1.880
B 1.700 -1.937 3.480 -0.552 -3.828 -3.555
O 1.873 -1.610 2.048 1.020 -0.928 4.151
S 1.910 -0.582 4.817 0.450 0.971 1.122
H 0.378 -3.415 3.669 1.904 -0.361 0.475
H 2.756 -1.932 1.701 -1.440 0.250 0.247
H 3.263 -0.162 4.648 -1.737 0.024 -0.321
H 1.064 0.491 4.433 1.348 -0.910 -0.186
C 0.182 1.490 -2.392 0.897 0.654 -0.376
C -0.589 0.441 -3.208 0.866 -0.529 0.058
C -2.106 0.575 -3.156 -1.108 -0.353 -0.582
F -2.593 0.432 -1.902 0.023 -0.074 -0.446
F -2.698 -0.394 -3.906 0.449 0.177 0.048
F -0.188 -0.802 -2.830 -0.323 0.283 -0.004
F -0.193 0.575 -4.514 -0.485 0.281 0.425
O 0.623 1.077 -1.095 -1.785 -0.315 1.057
C -0.340 1.204 -0.051 0.829 1.418 -1.777
C -0.736 -0.145 0.560 -0.324 -0.937 -0.239
F -1.271 -0.977 -0.371 0.509 0.426 0.495
F -1.682 0.012 1.525 0.228 0.378 0.050
F -1.403 1.909 -0.508 0.434 -0.355 1.001
F 0.245 1.984 0.897 -0.155 -0.627 0.211
H 1.110 1.691 -2.941 -0.176 -0.309 0.121
H -0.331 2.459 -2.362 -0.113 -0.393 0.043
H -2.432 1.542 -3.551 0.184 0.033 0.036
H 0.130 -0.645 1.003 0.028 0.263 -0.175